No. 1
An isolated ion of composition C3H6N2S and charge +2. Source: OMol25; level of theory: ωB97M-V/def2-TZVPD.

Values from the calculation:
HOMO, eV: -19.400
Lowest unoccupied orbital energy, eV: -11.177
Gap between HOMO and LUMO, eV: 8.22
Total charge: +2
Spin multiplicity: 1
Energy relative to the best compared isomer or geometry (same formula, charge and spin), kcal/mol: 31.5

Last column: Löwdin charge in e.
Geometry (Å):
C -2.578 -1.268 0.194  0.366
C -0.574 0.011 -0.130  -0.669
C 0.897 -0.302 -0.374  -0.154
N -1.514 -0.905 0.065  0.101
N 1.587 0.814 0.196  0.105
S -1.267 1.475 -0.031  1.085
H -3.668 -1.589 0.340  0.221
H 0.931 -0.467 -1.456  0.172
H 1.090 -1.236 0.169  0.163
H 2.561 0.900 -0.221  0.213
H 1.643 0.814 1.291  0.235
H 0.893 1.754 -0.040  0.165


No. 2
One molecule with the formula C3H6N2S2. Source: OMol25; level of theory: ωB97M-V/def2-TZVPD.

Values from the calculation:
HOMO, eV: -8.652
Lowest unoccupied orbital energy, eV: -0.019
Gap between HOMO and LUMO, eV: 8.63
Spin multiplicity: 1
Energy relative to the best compared isomer or geometry (same formula, charge and spin), kcal/mol: 25.5

Last column: Löwdin charge in e.
Geometry (Å):
C -1.538 0.784 -0.247  -0.202
C -0.798 0.655 -1.530  -1.223
C 0.850 -0.653 0.354  -0.781
H -1.912 -0.191 0.143  0.089
H -0.968 1.246 0.529  0.072
H -2.418 1.316 -0.329  0.042
H 2.808 0.038 0.337  0.082
H 2.374 -0.964 1.597  0.086
H 0.096 -1.375 1.900  0.072
N 2.189 -0.689 0.660  0.061
N -0.151 -1.212 0.907  0.063
S -1.251 1.142 -2.987  0.675
S 0.721 -0.097 -1.335  0.966


No. 3
One molecule with the formula C3H6N2S2. Source: OMol25; level of theory: ωB97M-V/def2-TZVPD.

Values from the calculation:
HOMO, eV: -8.178
Lowest unoccupied orbital energy, eV: -0.027
Gap between HOMO and LUMO, eV: 8.15
Spin multiplicity: 1
Energy relative to the best compared isomer or geometry (same formula, charge and spin), kcal/mol: 57.9

Last column: Löwdin charge in e.
Geometry (Å):
C -0.741 0.084 -0.005  -0.415
C 0.559 -0.474 -0.391  -0.192
C 1.637 0.384 0.002  -1.083
H -2.095 1.649 0.995  0.209
H -0.596 2.215 -0.216  0.068
H -1.573 -1.979 0.177  0.165
H -2.498 -0.631 -0.555  0.100
H 0.773 -1.508 -0.435  0.045
H 2.623 -1.773 -0.001  -0.164
N -1.289 1.379 0.156  0.031
N -1.766 -0.865 0.149  0.029
S 3.204 -0.587 0.164  0.697
S 1.761 2.105 -0.041  0.510


No. 4
One molecule with the formula C3H6N2S2. Source: OMol25; level of theory: ωB97M-V/def2-TZVPD.

Values from the calculation:
HOMO, eV: -9.005
Lowest unoccupied orbital energy, eV: -0.815
Gap between HOMO and LUMO, eV: 8.19
Spin multiplicity: 1
Energy relative to the best compared isomer or geometry (same formula, charge and spin), kcal/mol: 16.3

Last column: Löwdin charge in e.
Geometry (Å):
C -2.563 -0.018 -0.118  -0.431
C 0.159 0.389 -0.038  -1.043
C 1.612 0.016 -0.079  -0.658
H -3.352 -0.776 -0.175  0.038
H -2.687 0.617 0.797  0.043
H -2.665 0.687 -0.961  0.042
H 2.893 -1.467 0.487  0.159
H 1.267 -1.709 0.901  0.055
H 2.130 1.693 -0.642  0.021
N 1.843 -1.331 0.148  0.044
N 2.565 0.788 -0.360  0.123
S -0.987 -0.869 -0.112  0.897
S -0.215 1.981 0.153  0.710


No. 5
One molecule with the formula C3H6N2S2. Source: OMol25; level of theory: ωB97M-V/def2-TZVPD.

Values from the calculation:
HOMO, eV: -9.010
Lowest unoccupied orbital energy, eV: -0.829
Gap between HOMO and LUMO, eV: 8.18
Spin multiplicity: 1
Energy relative to the best compared isomer or geometry (same formula, charge and spin), kcal/mol: 83.6

Last column: Löwdin charge in e.
Geometry (Å):
C -0.095 -1.594 1.034  -0.086
C -0.205 -0.318 0.055  -0.523
C 1.072 0.322 -0.353  -1.074
H 0.999 -2.222 0.954  0.111
H 0.205 -1.080 1.984  0.049
H -1.140 -2.238 1.070  0.125
H -2.612 1.170 -1.311  0.099
H -1.212 1.890 -0.930  0.097
H 2.533 1.842 0.028  -0.119
N -1.372 -0.036 -0.441  -0.068
N -1.575 0.936 -1.377  -0.030
S 1.238 1.995 0.409  0.737
S 2.167 -0.666 -1.122  0.681


No. 6
One molecule with the formula C3H6N2S2. Source: OMol25; level of theory: ωB97M-V/def2-TZVPD.

Values from the calculation:
HOMO, eV: -8.392
Lowest unoccupied orbital energy, eV: 0.573
Gap between HOMO and LUMO, eV: 8.96
Spin multiplicity: 1
Energy relative to the best compared isomer or geometry (same formula, charge and spin), kcal/mol: 78.1

Last column: Löwdin charge in e.
Geometry (Å):
C -0.098 -1.489 -0.625  -0.057
C -0.954 -1.452 -1.604  -0.564
C -0.134 0.125 0.314  -0.613
N 1.160 1.542 1.643  -0.014
N 1.086 0.342 0.885  -0.182
S -1.936 -0.047 -1.965  0.536
S -0.570 1.162 -1.130  0.488
H 0.580 -2.127 -0.171  0.062
H -1.141 -2.223 -2.209  0.015
H -0.961 0.135 0.992  0.083
H 0.646 2.305 1.164  0.060
H 0.676 1.379 2.600  0.119
H 1.645 0.349 0.106  0.066


Q: The highest energy relative to the best compared isomer or geometry (same formula, charge and spin) belongs to which entry?
A: number 5


Q: Number 5 is which compound?
A: C3H6N2S2